Model P:
C23H21N3O4 | wB97M-V/def2-TZVPD

Its lowest unoccupied orbital energy is 0.014 Ha. Its HOMO energy is -7.83 eV. Its SMILES is CN(Cc1cn(-c2ccccc2)nc1-c1cc2ccccc2o1)C(=O)CCC(=O)O. For the frontier orbital gap, the calculation gives 8.22 eV.

Element x y z (Å)
C  2.4308  0.6906  -1.6562
N  1.1518  1.0608  -2.2079
C  0.2240  -0.0267  -2.5228
C  -0.6995  -0.2020  -1.3626
C  -1.8426  0.5275  -1.1267
N  -2.2723  0.2195  0.1162
C  -3.3843  0.7320  0.7930
C  -3.9231  0.0044  1.8493
C  -5.0209  0.4957  2.5294
C  -5.5831  1.7073  2.1614
C  -5.0344  2.4347  1.1178
C  -3.9335  1.9569  0.4311
N  -1.4727  -0.6709  0.7046
C  -0.5066  -0.9470  -0.1713
C  0.5312  -1.8833  0.1636
C  0.7532  -2.5389  1.3411
C  1.9098  -3.3425  1.1402
C  2.6475  -4.2297  1.9227
C  3.7468  -4.8379  1.3577
C  4.1243  -4.5823  0.0381
C  3.4116  -3.7080  -0.7592
C  2.3062  -3.0972  -0.1916
O  1.4662  -2.2118  -0.7762
C  0.6363  2.3128  -2.2296
O  -0.4395  2.5449  -2.7496
C  1.4321  3.4396  -1.5785
C  1.6105  3.2548  -0.0601
C  0.4331  2.5290  0.5566
O  -0.7143  2.8746  0.5100
O  0.8305  1.4181  1.1910
H  3.1528  1.4917  -1.7990
H  2.3631  0.4479  -0.5919
H  2.7938  -0.1924  -2.1827
H  0.7941  -0.9320  -2.7242
H  -0.3488  0.2652  -3.4063
H  -2.3394  1.2269  -1.7646
H  -3.4683  -0.9359  2.1182
H  -5.4407  -0.0703  3.3474
H  -6.4428  2.0878  2.6922
H  -5.4612  3.3866  0.8403
H  -3.4842  2.5427  -0.3540
H  0.1588  -2.4522  2.2263
H  2.3579  -4.4303  2.9427
H  4.3340  -5.5295  1.9435
H  4.9924  -5.0795  -0.3673
H  3.6968  -3.5083  -1.7801
H  2.4064  3.5551  -2.0555
H  0.8488  4.3416  -1.7677
H  2.5138  2.6961  0.1788
H  1.6770  4.2385  0.4090
H  0.0766  0.9253  1.5630


Model Q:
C23H21N3O4 | wB97M-V/def2-TZVPD

Its lowest unoccupied orbital energy is 0.009 Ha. Its HOMO energy is -8.39 eV. Its SMILES is CCCc1ccc(OCc2nc(-c3ccc(NC(=O)c4ccco4)cc3)no2)cc1. For the frontier orbital gap, the calculation gives 8.64 eV.

Element x y z (Å)
C  -0.8234  -3.0438  -0.8447
C  -1.2870  -3.3648  0.5702
C  -2.8123  -3.5157  0.6574
C  -3.5036  -2.2217  0.3365
C  -3.5493  -1.1992  1.2737
C  -4.1109  0.0291  0.9767
C  -4.6333  0.2598  -0.2886
O  -5.1971  1.4432  -0.7074
C  -4.9096  2.6154  -0.0001
C  -3.4519  2.9359  0.0202
N  -2.4633  2.1085  -0.0622
C  -1.3610  2.9191  0.0277
C  -0.0184  2.3872  -0.0001
C  0.1635  1.0056  -0.0641
C  1.4359  0.4805  -0.0807
C  2.5518  1.3203  -0.0357
N  3.8097  0.7216  -0.0548
C  5.0455  1.3163  -0.0192
O  5.2388  2.5104  0.0340
C  6.1507  0.3358  -0.0515
C  6.1958  -1.0400  -0.0909
C  7.5606  -1.3895  -0.1021
C  8.2450  -0.2085  -0.0681
O  7.4070  0.8242  -0.0378
C  2.3684  2.7019  0.0272
C  1.0932  3.2267  0.0457
N  -1.6830  4.1807  0.1592
O  -3.0460  4.2069  0.1529
C  -4.6244  -0.7687  -1.2254
C  -4.0660  -1.9916  -0.9128
H  -1.2544  -2.1049  -1.1841
H  -1.1276  -3.8296  -1.5329
H  0.2608  -2.9607  -0.8821
H  -0.9685  -2.5677  1.2458
H  -0.8202  -4.2948  0.9038
H  -3.0765  -3.8321  1.6692
H  -3.1351  -4.2927  -0.0380
H  -3.1328  -1.3607  2.2579
H  -4.1170  0.7976  1.7334
H  -5.2792  2.5704  1.0371
H  -5.4434  3.4184  -0.5169
H  -0.7036  0.3640  -0.0966
H  1.5748  -0.5908  -0.1283
H  3.7919  -0.2869  -0.1025
H  5.3752  -1.7293  -0.1088
H  7.9736  -2.3766  -0.1308
H  9.2956  0.0058  -0.0629
H  3.2275  3.3501  0.0615
H  0.9399  4.2929  0.0957
H  -5.0498  -0.5825  -2.1989
H  -4.0565  -2.7753  -1.6565


Which structure wins on stability? model P wins.


Model P:
C21H29N3O4S | wB97M-V/def2-TZVPD

Its lowest unoccupied orbital energy is 0.019 Ha. Its HOMO energy is -7.79 eV. Its SMILES is CCOc1cc(NC(=S)NCc2ccco2)c(OCC)cc1NC(=O)CC(C)C. For the frontier orbital gap, the calculation gives 8.31 eV.

Element x y z (Å)
C  3.1854  1.2378  3.0434
C  2.1676  0.1611  3.4045
O  1.8233  -0.6546  2.3007
C  0.9999  -0.1660  1.3214
C  0.3110  1.0284  1.3704
C  -0.5334  1.4413  0.3328
N  -1.1583  2.6852  0.4998
C  -2.4444  3.0990  0.2819
S  -2.8718  4.5651  0.9284
N  -3.2813  2.3348  -0.4259
C  -4.6637  2.6935  -0.6613
C  -5.5722  2.0055  0.3054
C  -5.9187  2.3132  1.5879
C  -6.7740  1.2729  2.0258
C  -6.8794  0.4116  0.9791
O  -6.1539  0.8426  -0.0661
C  -0.6361  0.6308  -0.8011
O  -1.4192  0.9648  -1.8942
C  -0.9204  2.0359  -2.6891
C  0.3872  1.6822  -3.3843
C  0.0420  -0.5812  -0.8483
C  0.8498  -0.9992  0.1926
N  1.5514  -2.2026  0.1968
C  1.7106  -3.1042  -0.8144
O  1.2019  -2.9933  -1.9079
C  2.6084  -4.2662  -0.4292
C  4.0908  -3.9947  -0.7547
C  4.6247  -2.7761  -0.0043
C  4.2911  -3.8301  -2.2584
H  2.7845  1.9170  2.2953
H  4.0847  0.7775  2.6414
H  3.4467  1.8055  3.9317
H  1.2701  0.6012  3.8542
H  2.6034  -0.5362  4.1256
H  0.3943  1.6762  2.2293
H  -0.6927  3.2976  1.1596
H  -2.9357  1.4817  -0.8483
H  -4.9309  2.4085  -1.6811
H  -4.7521  3.7766  -0.5358
H  -5.6032  3.1739  2.1408
H  -7.2435  1.1845  2.9839
H  -7.4204  -0.5054  0.8549
H  -0.7922  2.9374  -2.0766
H  -1.7082  2.2179  -3.4238
H  1.1738  1.5149  -2.6514
H  0.2646  0.7767  -3.9729
H  0.6832  2.4960  -4.0402
H  -0.0592  -1.1972  -1.7261
H  2.0543  -2.3600  1.0595
H  2.2830  -5.1361  -1.0015
H  2.5012  -4.4862  0.6346
H  4.6563  -4.8740  -0.4232
H  4.1383  -1.8659  -0.3479
H  4.4684  -2.8767  1.0685
H  5.6934  -2.6733  -0.1796
H  5.3389  -3.6451  -2.4836
H  3.7024  -2.9969  -2.6331
H  3.9785  -4.7278  -2.7858


Model Q:
C21H29N3O4S | wB97M-V/def2-TZVPD

Its lowest unoccupied orbital energy is 0.020 Ha. Its HOMO energy is -8.81 eV. Its SMILES is Cc1ccc(S(=O)(=O)Cc2ccc(C(=O)NCCCN3CCN(C)CC3)o2)cc1. For the frontier orbital gap, the calculation gives 9.36 eV.

Element x y z (Å)
C  1.9924  3.6008  -1.4843
C  2.2489  2.1344  -1.3650
C  1.3812  1.2074  -1.9344
C  1.5577  -0.1494  -1.7253
C  2.6305  -0.5779  -0.9702
S  2.7709  -2.3073  -0.5332
O  4.1448  -2.6187  -0.2507
O  2.0739  -3.1155  -1.4977
C  1.8296  -2.4439  1.0832
C  1.7580  -1.1089  1.6833
C  2.6183  -0.4269  2.5017
C  2.1437  0.9006  2.5629
C  1.0196  0.9447  1.7829
C  0.1394  2.0722  1.4199
O  0.4903  3.2343  1.5327
N  -1.0658  1.6861  0.9610
C  -2.0655  2.5971  0.4670
C  -2.2332  2.4965  -1.0537
C  -2.3269  1.0395  -1.5249
N  -3.1590  0.2304  -0.6509
C  -4.5760  0.4928  -0.8316
C  -5.3832  -0.2946  0.1937
N  -5.1363  -1.7126  0.0238
C  -5.9577  -2.5162  0.9005
C  -3.7229  -1.9772  0.2051
C  -2.9177  -1.1916  -0.8242
O  0.7775  -0.2827  1.2544
C  3.5414  0.3185  -0.4435
C  3.3436  1.6723  -0.6383
H  1.3326  3.8218  -2.3196
H  2.9214  4.1519  -1.6068
H  1.5176  3.9461  -0.5640
H  0.5553  1.5549  -2.5374
H  0.8849  -0.8843  -2.1401
H  2.3923  -3.1476  1.6868
H  0.8535  -2.8358  0.8144
H  3.4813  -0.8289  2.9909
H  2.5645  1.7210  3.1057
H  -1.2786  0.7056  0.8637
H  -3.0149  2.3627  0.9550
H  -1.7525  3.6050  0.7473
H  -3.1250  3.0546  -1.3404
H  -1.3773  2.9600  -1.5463
H  -1.3250  0.6040  -1.5091
H  -2.6849  1.0156  -2.5693
H  -4.7630  1.5592  -0.6970
H  -4.9064  0.2029  -1.8445
H  -6.4483  -0.1041  0.0425
H  -5.1071  0.0444  1.2095
H  -5.7642  -3.5694  0.7024
H  -7.0064  -2.3097  0.6920
H  -5.7656  -2.3175  1.9671
H  -3.5459  -3.0462  0.0659
H  -3.3870  -1.6948  1.2207
H  -1.8517  -1.3929  -0.6834
H  -3.2067  -1.5301  -1.8338
H  4.3852  -0.0602  0.1107
H  4.0332  2.3837  -0.2101


Which structure wins on stability? model P wins.


Model P:
C5H4N2O2 | wB97M-V/def2-TZVPD

Its lowest unoccupied orbital energy is 0.006 Ha. Its HOMO energy is -9.55 eV. Its SMILES is CC(=C=N)C#N.O=C=O. For the frontier orbital gap, the calculation gives 9.71 eV.

Element x y z (Å)
C  -0.7045  -1.0745  0.1929
C  -0.9079  -0.0996  -0.9116
C  -0.1660  0.9263  -1.2090
N  0.6363  1.5573  -1.8588
C  -2.1730  0.1098  -1.5358
N  -3.1927  0.3347  -2.0053
H  -1.6788  -1.7624  0.1935
H  -0.4255  -0.7140  1.1692
H  0.0817  -1.7178  -0.1909
H  0.7930  2.5210  -1.6213
O  -0.4064  -0.3277  -3.8618
C  0.1978  -1.0326  -3.1868
O  1.0003  -1.6135  -2.5827


Model Q:
C5H4N2O2 | wB97M-V/def2-TZVPD

Its lowest unoccupied orbital energy is -0.046 Ha. Its HOMO energy is -10.24 eV. Its SMILES is [H]/N=C1\C=CC(C(=O)O)=N1. For the frontier orbital gap, the calculation gives 8.98 eV.

Element x y z (Å)
H  -3.2840  -0.7232  -0.3775
N  -2.5078  -1.2641  -0.2201
C  -1.5109  -0.5414  0.0944
C  -1.4138  0.9219  0.2286
C  -0.1877  1.1805  0.0084
C  0.4983  -0.0982  -0.1363
C  2.0369  -0.3046  -0.1286
O  2.4840  0.8334  -0.1254
O  2.6188  -1.5294  0.2200
N  -0.3486  -1.0557  0.1258
H  -2.2100  1.5498  0.6352
H  0.2848  2.0938  -0.1623
H  3.5401  -1.0626  -0.1620


Which structure wins on stability? model P wins.